1.
{
  "formula": "C28H56Br28",
  "method": "wB97M-V/def2-TZVPD",
  "elements": ["Br", "C", "C", "Br", "H", "H", "H", "H", "Br", "C", "C", "Br", "H", "H", "H", "H", "Br", "C", "C", "Br", "H", "H", "H", "H", "Br", "C", "C", "Br", "H", "H", "H", "H", "Br", "C", "C", "Br", "H", "H", "H", "H", "Br", "C", "C", "Br", "H", "H", "H", "H", "Br", "C", "C", "Br", "H", "H", "H", "H", "Br", "C", "C", "Br", "H", "H", "H", "H", "Br", "C", "C", "Br", "H", "H", "H", "H", "Br", "C", "C", "Br", "H", "H", "H", "H", "Br", "C", "C", "Br", "H", "H", "H", "H", "Br", "C", "C", "Br", "H", "H", "H", "H", "Br", "C", "C", "Br", "H", "H", "H", "H", "Br", "C", "C", "Br", "H", "H", "H", "H"],
  "xyz": [[13.717, 9.837, 19.365], [15.615, 10.535, 19.236], [16.523, 9.355, 18.715], [16.468, 7.820, 19.988], [15.870, 10.889, 20.235], [15.644, 11.359, 18.523], [17.593, 9.563, 18.734], [16.235, 9.105, 17.693], [11.584, 21.786, 17.211], [13.256, 22.389, 16.337], [14.431, 21.911, 17.227], [14.645, 19.931, 17.214], [13.152, 23.460, 16.164], [13.258, 21.882, 15.372], [14.173, 22.215, 18.241], [15.279, 22.396, 16.742], [14.863, 13.956, 8.060], [15.528, 15.671, 8.809], [14.425, 16.702, 8.875], [15.094, 18.388, 9.688], [16.337, 16.092, 8.212], [15.863, 15.451, 9.822], [13.605, 16.384, 9.518], [14.160, 16.896, 7.836], [20.617, 14.145, 11.528], [22.361, 14.826, 12.241], [22.140, 16.067, 13.091], [23.890, 17.112, 13.366], [22.929, 15.163, 11.374], [22.820, 14.069, 12.877], [21.762, 15.663, 14.030], [21.348, 16.734, 12.748], [22.183, 9.358, 18.626], [20.683, 10.535, 18.164], [20.546, 10.907, 16.644], [18.709, 11.600, 16.281], [20.627, 11.430, 18.783], [19.809, 10.009, 18.548], [20.798, 10.103, 15.953], [21.242, 11.673, 16.300], [16.592, 12.916, 12.366], [15.778, 14.375, 13.386], [16.282, 14.555, 14.839], [15.905, 16.230, 15.632], [14.700, 14.213, 13.392], [15.978, 15.279, 12.810], [17.358, 14.438, 14.971], [15.774, 13.811, 15.452], [18.745, 17.243, 18.555], [17.330, 16.436, 19.664], [17.601, 14.931, 19.687], [15.939, 13.928, 20.093], [16.352, 16.741, 19.292], [17.387, 16.830, 20.678], [18.388, 14.764, 20.422], [17.959, 14.587, 18.716], [18.215, 16.890, 11.219], [17.207, 18.165, 12.319], [18.066, 18.358, 13.585], [19.762, 19.329, 13.250], [16.249, 17.690, 12.530], [17.146, 19.112, 11.782], [18.209, 17.387, 14.060], [17.511, 18.954, 14.310], [15.764, 9.350, 14.659], [15.140, 11.097, 15.391], [13.678, 10.949, 15.850], [13.115, 12.637, 16.717], [15.117, 11.885, 14.638], [15.882, 11.515, 16.071], [13.587, 10.084, 16.508], [12.977, 10.811, 15.026], [12.088, 12.345, 12.967], [10.350, 13.215, 13.050], [9.789, 13.306, 14.483], [7.963, 14.283, 14.403], [9.661, 12.684, 12.394], [10.426, 14.198, 12.584], [10.454, 13.906, 15.104], [9.588, 12.292, 14.832], [21.800, 8.062, 7.976], [20.335, 9.436, 8.075], [20.254, 9.921, 9.540], [19.050, 11.417, 9.502], [19.411, 8.967, 7.737], [20.573, 10.223, 7.359], [21.185, 10.246, 10.006], [19.988, 9.168, 10.282], [11.379, 15.342, 18.333], [12.332, 14.717, 20.008], [11.941, 13.349, 20.528], [13.022, 12.923, 22.077], [12.189, 15.415, 20.832], [13.388, 14.716, 19.738], [11.907, 12.463, 19.894], [10.990, 13.501, 21.039], [13.179, 10.730, 9.517], [14.498, 9.367, 10.113], [15.975, 9.780, 9.790], [17.154, 8.301, 10.423], [14.250, 8.441, 9.595], [14.335, 9.200, 11.178], [16.220, 10.681, 10.352], [16.212, 9.984, 8.746], [12.708, 16.387, 14.721], [11.284, 17.641, 14.239], [11.733, 18.099, 12.816], [11.467, 16.590, 11.535], [11.244, 18.389, 15.032], [10.349, 17.082, 14.228], [12.757, 18.470, 12.860], [11.011, 18.830, 12.451]],
  "forces_ev_per_a": [[1.072, 0.679, -0.103], [0.231, -1.718, -0.348], [-0.587, 0.722, 1.174], [-0.100, 0.478, -0.778], [-0.053, -0.202, -0.178], [-0.284, -0.088, 0.056], [-0.264, 0.531, -0.075], [-0.097, -0.519, 0.276], [0.152, 0.309, -0.358], [-0.517, -1.562, 0.371], [-1.279, 0.528, -1.180], [-0.055, 1.130, -0.118], [0.348, -0.074, 0.445], [0.070, 0.079, 0.075], [0.757, -0.108, -0.033], [0.530, -0.389, 0.738], [0.289, 0.893, 0.242], [0.058, 0.195, 0.768], [0.084, -0.302, -0.303], [-0.329, -0.600, -0.458], [0.069, -0.588, -0.050], [0.237, -0.221, -0.263], [-0.021, 0.164, -0.354], [-0.540, 0.447, 0.368], [0.993, 0.190, 0.602], [-0.147, 1.223, -0.475], [-0.350, -0.368, 0.690], [-1.653, -1.029, -0.200], [0.098, -0.819, -0.036], [0.020, -0.154, -0.660], [0.491, 0.644, 0.519], [0.577, 0.261, -0.409], [-0.330, 0.703, -0.365], [-1.046, 0.272, -0.612], [0.487, -0.237, 0.636], [0.957, -0.371, 0.198], [0.885, 0.125, -0.123], [0.038, -0.400, -0.620], [-0.758, -0.414, 0.314], [-0.226, 0.388, 0.590], [-0.036, 0.263, 0.510], [0.009, 1.014, 0.400], [0.324, -1.795, -0.632], [-0.136, 0.836, 0.215], [0.064, -0.121, -0.068], [0.081, -0.124, -0.067], [-0.082, -0.183, -0.408], [0.154, 0.116, 0.134], [-0.440, 0.007, 0.410], [-0.072, -0.198, 0.214], [-0.171, 0.514, -0.418], [0.946, 0.438, 0.108], [0.257, -0.244, -0.460], [0.308, 0.145, -0.161], [-0.363, -0.482, 0.102], [-0.286, -0.091, 0.110], [-0.338, 0.075, -0.134], [1.674, 0.081, 0.518], [-0.962, 0.108, -0.080], [-0.803, -0.635, 0.180], [0.080, 0.306, 0.064], [-0.300, -0.315, -0.112], [0.638, 0.180, -0.108], [0.125, 0.221, -0.075], [-0.257, 1.123, 0.287], [-0.938, 0.443, -0.758], [0.819, -0.243, 0.352], [0.261, -0.646, -0.173], [0.219, -0.595, -0.737], [-0.272, -0.779, 0.659], [-0.218, 0.460, 0.406], [0.380, 0.126, -0.037], [-0.279, 0.209, 0.014], [-1.172, 0.658, -0.002], [-0.264, 0.248, -1.288], [1.609, -0.798, 0.055], [0.207, -0.402, 0.213], [0.431, -0.005, 0.338], [-0.342, -0.203, 0.211], [-0.073, 0.399, 0.416], [-0.759, 0.611, -0.066], [0.658, -0.460, 0.892], [0.744, -0.418, -0.353], [-0.325, 0.226, 0.296], [0.147, -0.167, 0.291], [0.271, -0.046, 0.342], [0.260, 0.502, -0.866], [-0.939, -0.131, -0.558], [0.445, -0.514, 1.314], [0.813, -0.310, -0.578], [-1.454, 0.419, 0.586], [0.547, -0.096, 0.063], [-0.230, 0.283, -0.481], [-0.240, 0.214, -0.200], [0.272, 0.459, -0.246], [-0.287, -0.445, -0.515], [0.735, -0.513, 0.210], [0.821, -0.052, -0.711], [-1.124, -0.018, 0.832], [-0.569, 0.646, -0.296], [-0.089, 0.211, -0.062], [0.156, 0.306, -0.098], [0.193, -0.274, 0.097], [-0.280, -0.400, 0.075], [-0.420, -0.101, 0.631], [0.755, -0.761, -1.107], [-1.689, -0.145, 0.988], [0.464, 0.791, 0.471], [0.233, 0.246, -0.405], [0.088, 0.095, -0.127], [-0.150, -0.251, -0.495], [0.357, 0.184, -0.089]],
  "relative_energy_kj_mol": 238.6,
  "homo_energy_ev": -9.909,
  "e_lumo_ha": -0.00428,
  "orbital_gap_ev": 9.79,
  "energy_ev": -1991134.3905
}

***

2.
{
  "formula": "C28H56GaN2O17S",
  "method": "wB97M-V/def2-TZVPD",
  "elements": ["O", "C", "C", "C", "C", "Ga", "C", "C", "S", "C", "N", "N", "C", "O", "H", "H", "H", "H", "H", "H", "H", "H", "H", "H", "H", "H", "H", "H", "H", "H", "C", "C", "O", "C", "O", "O", "C", "H", "H", "H", "H", "H", "H", "H", "H", "C", "C", "O", "C", "O", "O", "C", "H", "H", "H", "H", "H", "H", "H", "H", "C", "C", "O", "C", "O", "O", "C", "H", "H", "H", "H", "H", "H", "H", "H", "C", "C", "O", "C", "O", "O", "C", "H", "H", "H", "H", "H", "H", "H", "H", "C", "C", "O", "C", "O", "O", "C", "H", "H", "H", "H", "H", "H", "H", "H"],
  "xyz": [[-11.191, -3.007, 1.784], [-11.316, -3.335, 3.171], [-10.358, -4.504, 3.655], [-9.799, -4.159, 5.090], [-8.220, -4.060, 5.191], [-7.268, -3.186, 3.580], [-5.821, -4.519, 2.936], [-4.535, -3.903, 2.226], [-4.396, -2.074, 2.239], [-5.281, -1.484, 0.795], [-5.832, -2.154, -0.217], [-6.423, -1.245, -1.043], [-6.180, -0.046, -0.514], [-5.445, -0.115, 0.662], [-10.291, -3.258, 1.509], [-11.242, -2.423, 3.830], [-12.378, -3.698, 3.309], [-11.023, -5.411, 3.770], [-9.582, -4.785, 2.908], [-10.275, -3.248, 5.548], [-10.110, -5.010, 5.770], [-8.005, -3.395, 6.081], [-7.757, -5.055, 5.466], [-8.304, -2.986, 2.348], [-6.722, -1.758, 4.052], [-5.450, -5.080, 3.844], [-6.306, -5.257, 2.239], [-3.628, -4.329, 2.739], [-4.501, -4.338, 1.189], [-6.541, 0.912, -0.945], [-3.379, 2.202, 0.601], [-2.117, 3.040, 0.557], [-1.919, 3.748, 1.790], [-1.468, 3.015, 2.813], [-1.209, 1.839, 2.786], [-1.380, 3.819, 3.886], [-1.011, 3.140, 5.082], [-4.239, 2.819, 0.873], [-3.569, 1.737, -0.367], [-3.308, 1.413, 1.349], [-2.212, 3.799, -0.221], [-1.239, 2.438, 0.315], [-0.090, 2.575, 4.947], [-1.819, 2.480, 5.399], [-0.847, 3.886, 5.858], [-2.843, -0.692, -2.854], [-3.517, -0.471, -4.192], [-3.284, 0.859, -4.687], [-2.073, 1.083, -5.197], [-1.175, 0.283, -5.286], [-2.013, 2.366, -5.575], [-0.728, 2.770, -6.048], [-3.149, 0.075, -2.139], [-3.099, -1.674, -2.451], [-1.757, -0.631, -2.938], [-4.596, -0.570, -4.073], [-3.203, -1.212, -4.930], [-0.378, 2.116, -6.848], [-0.013, 2.781, -5.225], [-0.822, 3.780, -6.442], [6.085, 1.844, -3.230], [5.872, 0.685, -4.181], [4.772, -0.132, -3.762], [3.553, 0.370, -3.999], [3.310, 1.424, -4.531], [2.655, -0.492, -3.518], [1.304, -0.032, -3.606], [6.197, 1.484, -2.204], [6.975, 2.413, -3.506], [5.232, 2.525, -3.234], [6.755, 0.044, -4.174], [5.729, 1.025, -5.209], [1.048, 0.256, -4.623], [1.151, 0.804, -2.921], [0.653, -0.851, -3.306], [12.596, 2.818, -1.316], [11.116, 3.100, -1.474], [10.535, 2.290, -2.505], [10.319, 1.011, -2.180], [10.558, 0.497, -1.118], [9.812, 0.393, -3.253], [9.628, -1.012, -3.076], [13.112, 2.930, -2.272], [13.043, 3.499, -0.589], [12.772, 1.795, -0.979], [10.975, 4.137, -1.781], [10.576, 2.966, -0.534], [9.029, -1.224, -2.189], [10.597, -1.509, -3.010], [9.100, -1.395, -3.947], [6.325, 0.554, 0.700], [6.549, 0.402, 2.190], [5.677, 1.260, 2.936], [4.404, 0.851, 3.019], [3.949, -0.154, 2.539], [3.719, 1.769, 3.710], [2.315, 1.510, 3.787], [6.414, 1.602, 0.403], [7.048, -0.038, 0.137], [5.322, 0.229, 0.415], [7.567, 0.706, 2.437], [6.435, -0.635, 2.513], [2.119, 0.511, 4.178], [1.859, 1.632, 2.804], [1.877, 2.237, 4.466]],
  "forces_ev_per_a": [[0.195, -0.314, 0.267], [-0.447, -0.658, 0.125], [-1.413, 0.243, 0.917], [0.709, -1.320, 0.562], [-0.321, 0.341, 0.769], [-0.311, -0.290, 0.220], [0.820, 0.018, 0.056], [-0.886, -2.078, -0.378], [0.042, 0.417, -1.130], [-0.358, -1.011, -0.716], [1.114, 0.374, 2.033], [0.657, 2.993, 1.036], [-0.464, -1.580, -0.803], [-0.856, -1.186, -1.133], [-0.187, 0.371, 0.298], [0.377, -0.749, -0.767], [0.914, 0.410, -0.169], [0.687, 0.749, -0.231], [-0.420, 0.581, 0.637], [0.398, -0.706, -0.801], [0.109, 0.850, -0.531], [-0.082, -0.649, -0.785], [-0.595, 0.784, -0.415], [0.059, 0.083, -0.079], [0.053, 0.030, 0.065], [-0.458, 0.407, -0.856], [0.502, 0.642, 0.646], [-0.573, 1.071, -0.467], [0.146, 1.009, 0.758], [0.591, -0.836, 0.795], [-0.014, -0.073, 0.335], [-0.267, -0.313, -0.494], [0.261, 0.080, 0.163], [-0.309, -0.007, -0.117], [0.157, 0.350, 0.082], [0.100, -0.079, -0.235], [0.015, -0.125, 0.418], [0.038, 0.033, -0.141], [0.039, 0.057, 0.013], [0.080, -0.007, -0.126], [0.087, 0.177, 0.268], [-0.029, -0.019, 0.229], [-0.190, -0.079, -0.054], [0.127, -0.103, -0.067], [-0.091, 0.161, -0.235], [0.290, 0.162, 0.072], [-0.145, -0.566, 0.358], [0.168, 0.123, -0.286], [-0.310, 0.081, 0.292], [-0.157, 0.091, -0.148], [-0.005, -0.166, -0.042], [0.297, 0.182, -0.147], [-0.153, -0.119, -0.011], [-0.091, 0.070, -0.006], [-0.063, -0.077, -0.090], [0.049, 0.275, -0.102], [0.149, 0.176, -0.010], [-0.001, -0.053, 0.166], [0.038, -0.130, -0.096], [-0.235, -0.060, 0.109], [-0.184, 0.206, 0.185], [0.366, 0.358, -0.020], [-0.061, -0.132, -0.175], [-0.100, -0.122, 0.288], [0.084, -0.117, -0.040], [0.288, 0.116, -0.086], [-0.395, 0.067, -0.070], [0.129, -0.067, -0.084], [0.017, -0.088, -0.002], [0.045, -0.049, -0.133], [-0.227, -0.187, 0.068], [-0.192, 0.013, 0.100], [0.106, 0.033, 0.126], [0.030, 0.042, -0.109], [0.259, -0.090, 0.005], [0.146, -0.313, -0.075], [0.316, 0.309, 0.361], [-0.227, -0.129, -0.024], [0.146, 0.125, -0.152], [-0.114, 0.048, -0.087], [-0.027, 0.107, 0.128], [-0.136, -0.408, -0.014], [-0.053, 0.153, 0.045], [-0.053, 0.022, -0.048], [-0.093, 0.082, 0.082], [-0.157, -0.170, -0.215], [0.017, -0.191, -0.097], [0.164, 0.062, 0.014], [-0.060, 0.023, 0.146], [0.053, 0.279, -0.063], [-0.310, 0.067, -0.196], [0.313, -0.241, -0.352], [-0.095, -0.032, 0.227], [0.002, 0.201, -0.094], [0.088, 0.053, 0.122], [0.185, -0.102, 0.008], [-0.385, -0.083, 0.009], [0.160, -0.040, 0.060], [0.034, 0.039, 0.064], [0.080, -0.098, 0.070], [-0.178, 0.172, 0.179], [-0.200, 0.089, -0.014], [0.047, 0.024, -0.180], [-0.018, -0.170, 0.054], [0.352, 0.101, -0.028]],
  "homo_energy_ev": -4.758,
  "e_lumo_ha": 0.05896,
  "orbital_gap_ev": 6.36,
  "energy_ev": -130942.0930,
  "charge": -1
}